Entry 1:
Below is the molecule C2HBN2S in a non-equilibrium geometry, with properties calculated with ωB97M-V with the def2-TZVPD basis set.

Summary:
SMILES = N#CB(S)C#N
highest occupied orbital energy = -12.0 eV

The geometry in XYZ format:
```
7
Properties=species:S:1:pos:R:3:forces:R:3
N 0.12333 -1.73833 2.53014 0.06 -0.76 1.18
B -0.08752 -0.04270 -0.07217 -0.47 -2.16 3.63
C 1.13479 0.63401 -0.61405 0.58 0.17 -0.15
N 2.01413 1.20804 -1.08387 -0.04 -0.07 0.06
C 0.02325 -1.11028 1.58467 -0.15 3.03 -4.86
H -1.48668 0.93729 -1.68488 0.22 0.08 -0.13
S -1.72130 0.11197 -0.65985 -0.19 -0.29 0.27
```
Positions in Å, forces in eV/Å.



Entry 2:
Below is a structure of composition C2HBr2IO in a non-equilibrium geometry, with properties calculated with ωB97M-V with the def2-TZVPD basis set.

Summary:
highest occupied orbital energy = -9.8 eV

The geometry in XYZ format:
```
7
Properties=species:S:1:pos:R:3:forces:R:3
Br -0.51302 -0.74221 1.95605 -0.63 -0.02 -0.47
Br -1.74013 -1.30789 -1.02600 0.49 0.57 0.38
O 1.50141 -0.08343 -1.35963 -0.26 -0.41 -1.11
I -1.31167 1.96568 0.08673 -0.12 -0.61 -0.11
C -0.73777 -0.11434 0.09380 3.49 0.39 0.52
H 1.74492 0.26675 0.53255 -0.75 0.01 0.94
C 1.05626 0.01544 -0.28351 -2.22 0.07 -0.14
```
Positions in Å, forces in eV/Å.



Entry 3:
Below is a structure of composition C2HBr2NO in a non-equilibrium geometry, with properties calculated with ωB97M-V with the def2-TZVPD basis set.

Summary:
highest occupied orbital energy = -9.6 eV

The geometry in XYZ format:
```
7
Properties=species:S:1:pos:R:3:forces:R:3
N -0.90849 -0.47879 0.22843 -0.68 -0.93 1.61
Br 2.70097 1.71772 -0.06835 0.08 0.14 0.17
H -0.49725 -0.74946 -0.62000 -0.15 -0.50 -0.74
C 1.33717 0.53286 -0.49045 1.05 -0.31 -0.72
Br 2.15429 -1.15879 -1.02571 -0.33 0.56 0.24
C -1.96017 -0.22941 0.74858 1.71 1.37 -1.82
O -2.82652 0.36587 1.22749 -1.68 -0.33 1.25
```
Positions in Å, forces in eV/Å.